60
Properties=species:S:1:pos:R:3:forces:R:3 method="wB97M-V/def2-TZVPD" smiles="CC(=O)N1c2ccc(S(=O)(=O)NCCC(=O)NC3CCCCCC3)cc2C[C@H]1C" e_tot_ev=-45777.482 mol_weight_da=421.56 total_charge=0 gap_ev=9.24 largest_force_ev_per_a=0.9
C -0.5685 -3.1092 2.9270 -0.05 -0.25 -0.01
C 0.3151 -3.7165 1.8698 -0.24 0.19 0.22
O 0.3716 -4.9127 1.6802 -0.03 -0.22 0.02
N 1.0474 -2.8671 1.0800 0.13 -0.24 -0.26
C 1.1642 -1.4858 1.0535 0.06 0.69 -0.08
C 0.9126 -0.5418 2.0416 0.03 -0.05 -0.02
C 1.1547 0.7965 1.7595 -0.04 0.06 0.09
C 1.6271 1.1797 0.5220 0.15 0.62 0.01
S 1.9659 2.8943 0.1887 -0.35 -0.01 -0.28
O 2.1379 3.5989 1.4251 -0.24 -0.20 0.08
O 2.9770 2.9852 -0.8222 -0.13 -0.14 -0.19
N 0.5248 3.3759 -0.5542 0.89 -0.18 0.12
C -0.4665 3.9602 0.3352 -0.28 0.33 0.43
C -1.8036 4.1745 -0.3718 0.01 -0.21 0.11
C -2.5903 2.8899 -0.6257 0.38 0.38 -0.05
O -3.7928 2.8292 -0.4727 -0.44 0.02 0.11
N -1.8423 1.8590 -1.0605 0.16 -0.33 -0.09
C -2.4010 0.5373 -1.2840 0.01 -0.01 0.17
C -1.6105 -0.1556 -2.3939 -0.37 0.07 -0.15
C -2.3560 -1.3546 -2.9848 0.23 -0.11 0.05
C -2.1125 -2.6882 -2.2709 0.01 0.07 0.05
C -1.9782 -2.6028 -0.7492 -0.26 -0.13 -0.12
C -2.9697 -1.6565 -0.0710 0.32 0.04 0.16
C -2.4347 -0.2301 0.0418 -0.37 0.02 -0.20
C 1.8975 0.2485 -0.4704 -0.01 -0.15 0.04
C 1.6789 -1.0796 -0.1919 -0.08 0.05 0.15
C 1.9311 -2.2792 -1.0526 -0.14 -0.02 -0.01
C 1.7728 -3.4448 -0.0650 0.30 -0.49 -0.18
C 3.1171 -3.9925 0.4033 -0.27 -0.04 -0.03
H -1.2649 -3.8763 3.2571 0.04 0.00 -0.04
H 0.0289 -2.8029 3.7831 0.02 0.10 0.07
H -1.1193 -2.2568 2.5392 -0.04 0.14 0.02
H 0.5719 -0.8151 3.0238 -0.04 -0.04 0.09
H 1.0041 1.5530 2.5128 -0.03 0.04 0.16
H 0.7466 3.9772 -1.3361 0.22 0.07 -0.17
H -0.1056 4.9100 0.7484 -0.09 -0.16 0.00
H -0.5852 3.2621 1.1671 -0.13 0.10 0.07
H -2.4362 4.8253 0.2327 0.03 -0.05 -0.07
H -1.6370 4.6675 -1.3327 -0.03 0.09 -0.02
H -0.8372 1.9688 -1.0830 -0.05 0.03 -0.03
H -3.4333 0.6985 -1.6165 0.13 -0.08 -0.02
H -1.4526 0.5803 -3.1861 0.06 0.02 0.03
H -0.6293 -0.4537 -2.0202 0.19 0.00 0.02
H -3.4232 -1.1277 -2.9815 -0.05 0.03 -0.07
H -2.0633 -1.4787 -4.0296 -0.10 0.03 -0.02
H -2.9377 -3.3582 -2.5206 0.04 -0.09 -0.02
H -1.2011 -3.1475 -2.6628 -0.01 -0.06 -0.07
H -2.1004 -3.6111 -0.3472 0.10 -0.02 0.03
H -0.9700 -2.2787 -0.4916 0.12 -0.01 0.06
H -3.1683 -2.0213 0.9394 -0.09 0.00 -0.01
H -3.9197 -1.6560 -0.6054 -0.17 -0.04 0.02
H -3.0696 0.3388 0.7247 0.06 0.07 0.03
H -1.4244 -0.2501 0.4630 0.05 0.01 0.01
H 2.2993 0.5839 -1.4126 0.08 -0.05 -0.19
H 2.9265 -2.2590 -1.4941 0.02 -0.05 -0.03
H 1.2041 -2.3339 -1.8665 -0.03 0.00 -0.02
H 1.1697 -4.2638 -0.4665 0.07 0.17 0.04
H 2.9575 -4.7652 1.1505 0.03 -0.05 0.06
H 3.6547 -4.4271 -0.4350 0.10 -0.03 -0.10
H 3.7181 -3.1956 0.8370 0.10 0.10 0.02